C16H19BrHg | ωB97M-V/def2-TZVPD

```
37
Properties=species:S:1:pos:R:3:forces:R:3
Hg -0.33475 0.09669 -0.02163 -2.05 0.69 1.30
H 1.04013 2.56818 -5.70862 -0.32 0.18 0.33
H -0.57535 -4.55437 4.71389 -0.04 0.00 0.08
H 0.70936 -3.91027 3.69030 0.02 0.07 -0.06
H 1.49723 4.64261 -4.01164 -0.42 -0.27 -0.03
H 0.49331 -2.94967 -0.49273 0.61 0.79 -0.02
C 2.29022 -0.05065 -0.46257 0.19 -0.09 -0.49
H -1.59662 1.92114 -5.55098 0.23 0.31 0.29
H -2.72640 -3.20486 5.05536 -0.13 -0.20 0.27
H 2.72770 0.86210 -0.91252 -0.45 -0.77 0.33
Br -0.25155 2.33967 -0.95388 -0.18 0.65 -0.40
C -1.09164 2.71473 -4.98373 0.21 0.42 0.20
H 1.21571 -2.09392 2.03240 1.03 0.75 -2.00
C -0.32904 -1.84326 5.18287 -0.06 -0.06 0.13
C 0.53268 4.14321 -4.17685 -0.48 -0.12 -0.17
C -2.47910 -2.63284 4.16117 -0.33 -0.30 0.51
C 2.13422 -0.29468 0.91300 -0.46 -1.33 0.64
H -2.94264 -3.12264 3.30669 0.02 0.02 -0.10
H -0.80335 -4.46363 2.96564 0.00 0.05 -0.08
C -0.70165 4.47730 -3.54496 0.01 -0.25 -0.58
H -2.76458 3.59574 -3.75573 0.49 -0.06 -0.07
H 1.51501 -1.16019 -2.30751 0.24 0.08 0.81
H -0.52822 -2.39875 6.10249 -0.05 -0.10 0.08
H 2.37601 0.38026 1.76994 -0.04 -0.64 -1.01
C 1.64606 -1.12296 -1.21013 0.08 0.67 0.02
H -2.91218 -1.63983 4.26149 0.02 0.07 -0.05
C 1.11553 -2.05172 -0.29266 0.55 -0.54 2.15
C -0.37185 -3.94986 3.82433 -0.05 -0.03 0.10
C -0.47657 -1.13374 1.78639 -2.82 1.84 -1.25
C -0.77422 -1.73755 2.79333 -0.67 0.21 0.35
C 1.31867 -1.51855 1.07332 4.60 -1.92 -1.14
C 0.29265 3.05406 -5.06644 -0.32 0.26 0.23
H -0.73083 -0.83834 5.30177 -0.01 0.08 -0.05
H -0.85306 5.27494 -2.80614 0.08 -0.41 -0.27
H 0.75221 -1.76614 5.06601 0.01 0.02 -0.10
C -1.70476 3.59365 -4.04315 0.47 0.18 -0.27
C -0.96981 -2.53814 3.97384 0.02 -0.23 0.33
```
Forces are in eV/Å.

Properties
DFT total energy = -91111.5398 eV
LUMO energy = 4.46 eV
HOMO-LUMO gap = 4.428 eV
Charge = -2

Charges in e, computed with Mulliken, in the same order as the atoms: atom 1 (Hg): 0.871, atom 2 (H): 0.335, atom 3 (H): 0.435, atom 4 (H): 0.385, atom 5 (H): 0.303, atom 6 (H): 0.257, atom 7 (C): -0.659, atom 8 (H): 0.334, atom 9 (H): 0.406, atom 10 (H): 0.417, atom 11 (Br): -0.525, atom 12 (C): -0.502, atom 13 (H): 0.410, atom 14 (C): -1.649, atom 15 (C): -0.436, atom 16 (C): -1.712, atom 17 (C): -0.364, atom 18 (H): 0.351, atom 19 (H): 0.347, atom 20 (C): -0.678, atom 21 (H): 0.299, atom 22 (H): 0.351, atom 23 (H): 0.388, atom 24 (H): 0.227, atom 25 (C): -0.709, atom 26 (H): 0.399, atom 27 (C): -0.421, atom 28 (C): -1.680, atom 29 (C): -0.343, atom 30 (C): -0.610, atom 31 (C): -0.347, atom 32 (C): -0.520, atom 33 (H): 0.394, atom 34 (H): 0.361, atom 35 (H): 0.362, atom 36 (C): -0.428, atom 37 (C): 1.952

C16H19BrN2O5S2 | ωB97M-V/def2-TZVPD

```
45
Properties=species:S:1:pos:R:3:forces:R:3
H -3.34637 -2.14892 -1.12791 -3.70 -0.65 -10.59
H -1.85540 2.32623 -2.24578 -0.41 1.37 -2.64
C -3.68866 -0.87657 0.62862 3.83 -1.49 -0.75
C 4.17248 0.85547 0.23517 -5.98 -2.43 -1.81
S 1.35753 -1.28951 -1.80254 11.82 -11.61 5.40
C -3.01237 -1.99589 -0.30654 -3.64 -2.47 14.59
H -4.59717 -0.78162 0.22688 -3.70 0.90 -1.19
N -1.70032 -2.14980 -0.10745 -0.10 4.75 -10.15
O 0.59010 2.96868 -0.76149 -3.42 -4.71 6.86
C -2.76886 0.16471 0.38157 0.64 6.04 -6.50
H 0.50481 0.22730 2.98455 0.28 1.76 0.34
C 0.58117 3.44266 -1.93414 -1.28 -2.48 -7.40
H 1.97995 1.22593 -0.22020 -1.88 1.91 0.49
H -3.63475 -2.87138 0.32828 2.06 1.22 -1.77
H -3.66915 -1.10565 1.65412 -0.22 -1.00 1.21
C 2.75881 0.57086 -0.18959 3.49 3.21 1.81
C 2.78471 -0.47262 -0.88396 -1.00 -7.53 -5.07
O 0.48691 1.66618 1.57403 -2.89 1.03 -3.41
C 5.00404 -0.03378 -0.10459 3.12 -5.83 -1.48
O 1.76054 -2.25425 -2.79367 -0.55 1.89 -0.72
C -1.05235 -2.62598 0.77314 3.41 -3.23 15.31
H 0.47358 2.52765 -2.76641 0.59 2.30 1.43
O -1.63245 -3.07239 1.97579 2.42 1.45 -5.85
H 1.22168 1.74469 3.27322 4.36 2.53 3.06
C -0.68481 1.46187 0.68998 4.10 0.65 2.70
C -1.68771 1.69118 -1.47494 0.01 -1.37 6.52
S 4.20417 -1.51995 -0.96160 0.78 3.18 1.18
H 0.90989 -3.35767 -0.85681 -1.38 -4.23 -1.93
Br 6.83376 -0.16435 0.42135 -0.69 0.16 -0.37
H 4.40027 1.69078 0.61100 1.78 6.31 3.29
C 0.37685 1.43274 2.92383 5.29 -7.28 -6.54
C 0.50783 -2.27021 0.85163 -4.23 -1.96 0.50
H -3.65896 0.86517 -1.44566 -1.98 -0.18 -1.80
C -1.66528 0.57628 0.98620 -0.20 -2.77 5.01
O 0.32867 -0.52750 -1.57443 -11.29 8.90 -0.24
H 1.37969 4.02849 -2.10891 3.76 1.28 -0.61
H 0.70022 -1.30319 1.24806 0.07 1.12 -0.11
N 1.07984 -2.64023 -0.29428 5.22 6.68 -5.86
H 1.01155 -2.96783 1.41729 0.05 -1.31 3.19
H -0.12291 4.14887 -2.21089 -2.77 1.20 -0.19
C -0.59339 2.05114 -0.49362 0.03 1.67 -4.11
H -0.42998 1.39223 3.33374 -9.59 1.57 4.88
H -1.63736 0.01056 1.92145 1.03 0.47 0.54
C -2.77196 0.88587 -0.93462 3.05 0.56 1.18
H -1.19880 -1.52624 -0.83983 -0.28 -1.60 1.58
```
Forces are in eV/Å.

Properties
DFT total energy = -121814.7272 eV
LUMO energy = 0.06 eV
HOMO-LUMO gap = 8.455 eV
Charge = 0
SMILES = COc1ccc(CCNC(=O)CNS(=O)(=O)c2ccc(Br)s2)cc1OC

Charges in e, computed with Mulliken, in the same order as the atoms: atom 1 (H): 0.888, atom 2 (H): 0.819, atom 3 (C): -1.538, atom 4 (C): -1.368, atom 5 (S): 0.860, atom 6 (C): -1.419, atom 7 (H): 0.492, atom 8 (N): 0.378, atom 9 (O): -0.400, atom 10 (C): -0.099, atom 11 (H): 0.266, atom 12 (C): -0.823, atom 13 (H): 0.532, atom 14 (H): 0.348, atom 15 (H): 0.442, atom 16 (C): 0.632, atom 17 (C): -0.008, atom 18 (O): -0.381, atom 19 (C): -0.074, atom 20 (O): -0.666, atom 21 (C): 0.558, atom 22 (H): 0.204, atom 23 (O): -0.756, atom 24 (H): 0.428, atom 25 (C): 0.807, atom 26 (C): -1.411, atom 27 (S): -0.125, atom 28 (H): 0.281, atom 29 (Br): -0.130, atom 30 (H): 0.757, atom 31 (C): -1.464, atom 32 (C): -0.246, atom 33 (H): 0.560, atom 34 (C): 0.640, atom 35 (O): -0.311, atom 36 (H): 0.381, atom 37 (H): -0.025, atom 38 (N): -0.521, atom 39 (H): 0.426, atom 40 (H): 0.436, atom 41 (C): 0.319, atom 42 (H): 0.748, atom 43 (H): 0.292, atom 44 (C): -0.810, atom 45 (H): 0.081

C16H19F3N2O4 | ωB97M-V/def2-TZVPD

```
44
Properties=species:S:1:pos:R:3:forces:R:3
C -4.76308 -3.61426 1.11260 -0.85 -1.25 -0.93
F -3.90190 -4.42104 0.46396 0.37 0.10 0.07
F -5.53789 -3.07507 0.15221 0.02 0.40 0.01
H 6.80244 -1.06478 -1.73843 0.00 -0.13 0.00
H -3.02643 -1.05422 3.38483 -0.02 0.00 0.15
C -2.94880 -1.66089 0.06724 -0.14 -0.11 0.19
H 1.28777 2.00373 -2.85791 0.06 0.19 0.06
H 8.33585 -0.21061 -1.96651 0.11 -0.02 -0.01
C -1.48600 0.17581 0.61965 -0.35 -0.45 0.02
O -0.33210 0.87599 -1.95443 -0.15 -0.37 -0.23
H 2.35747 1.82146 1.31969 0.00 0.01 0.05
H 6.96130 0.12891 -3.02850 0.02 -0.01 -0.12
C 4.79929 2.01096 -0.38781 -0.42 0.05 0.17
H 1.18799 3.76451 -2.66397 0.03 -0.08 -0.04
H 0.56271 3.40214 0.97556 0.01 0.10 -0.07
H -0.26987 1.72145 1.08753 -0.01 -0.04 -0.19
O -4.19685 -2.74142 1.91225 0.70 0.94 0.41
H 7.08314 0.74509 -0.02510 -0.03 0.08 -0.14
H 1.49638 4.33108 -0.17798 -0.08 -0.03 0.11
C 7.25503 -0.11555 -2.01138 -0.32 0.27 0.21
C 1.27945 3.31319 0.15753 0.14 -0.18 0.29
H 3.58069 2.52319 -2.70321 0.01 0.08 -0.03
C 2.57380 2.62167 0.60986 -0.02 0.10 -0.07
H -3.36431 -2.30757 -0.68849 -0.04 -0.04 -0.01
N -0.57527 1.17552 0.29774 0.40 0.48 0.25
C -3.29144 -1.78438 1.40118 -0.04 -0.03 0.09
H 3.32277 3.91846 -1.65358 0.06 0.03 -0.01
H 2.96635 1.01438 -0.81607 0.03 0.05 0.02
C -2.74175 -0.93722 2.35239 -0.21 -0.28 -0.18
H 7.23208 1.94472 -1.32220 -0.05 -0.14 0.09
C 3.29727 2.03634 -0.61144 0.22 0.16 0.05
H -1.77650 -0.58347 -1.35673 -0.01 -0.02 0.00
O 5.40137 2.75859 0.33818 0.14 0.05 0.02
C -2.04821 -0.68335 -0.31982 0.09 0.11 -0.05
O 5.37374 1.06993 -1.13141 -0.03 -0.36 -0.33
C -0.07277 1.50061 -0.94569 -0.11 0.21 0.23
H 3.23192 3.34066 1.10077 -0.03 -0.05 0.04
C 3.00711 2.89277 -1.85343 -0.08 -0.13 0.06
C -1.84632 0.03472 1.96239 0.03 -0.01 -0.21
H -1.42113 0.69313 2.70657 0.05 0.07 0.09
C 6.80014 0.97297 -1.05864 0.50 0.06 0.08
F -5.55350 -4.40761 1.83208 -0.03 0.05 0.35
C 1.50707 2.83331 -2.18329 0.01 -0.04 -0.37
N 0.71958 2.61829 -0.98060 -0.01 0.15 -0.11
```
Forces are in eV/Å.

Properties
DFT total energy = -36224.7710 eV
LUMO energy = 0.50 eV
HOMO-LUMO gap = 8.917 eV
Charge = 0
SMILES = CCOC(=O)C1CCN(C(=O)Nc2ccc(OC(F)(F)F)cc2)CC1

Charges in e, computed with Mulliken, in the same order as the atoms: atom 1 (C): 0.907, atom 2 (F): -0.248, atom 3 (F): -0.249, atom 4 (H): 0.308, atom 5 (H): 0.449, atom 6 (C): -0.547, atom 7 (H): 0.441, atom 8 (H): 0.397, atom 9 (C): 0.534, atom 10 (O): -0.702, atom 11 (H): 0.273, atom 12 (H): 0.311, atom 13 (C): -0.168, atom 14 (H): 0.238, atom 15 (H): 0.543, atom 16 (H): -0.031, atom 17 (O): -0.411, atom 18 (H): 0.297, atom 19 (H): 0.395, atom 20 (C): -1.209, atom 21 (C): -1.331, atom 22 (H): 0.409, atom 23 (C): -0.584, atom 24 (H): 0.360, atom 25 (N): 0.106, atom 26 (C): 0.606, atom 27 (H): 0.346, atom 28 (H): 0.389, atom 29 (C): -0.423, atom 30 (H): 0.313, atom 31 (C): 0.974, atom 32 (H): 0.518, atom 33 (O): -0.606, atom 34 (C): -0.829, atom 35 (O): -0.230, atom 36 (C): 0.767, atom 37 (H): 0.369, atom 38 (C): -0.885, atom 39 (C): -0.707, atom 40 (H): 0.334, atom 41 (C): -0.225, atom 42 (F): -0.285, atom 43 (C): -0.974, atom 44 (N): 0.059

C16H19LuN10O9S | ωB97M-V/def2-TZVPD

```
56
Properties=species:S:1:pos:R:3:forces:R:3
O 0.19501 -1.39958 -1.11996 -1.00 -0.24 -0.70
H -3.53844 -2.22095 -2.86439 0.58 0.59 0.55
O -2.69657 3.67350 -1.26516 0.72 0.06 0.33
H -5.70916 0.26953 -3.71636 -0.15 0.35 0.07
H 5.00993 1.53257 -1.77580 0.46 -0.35 -1.06
N -1.37752 -0.07662 2.46083 1.40 0.01 -1.36
C -2.44351 -0.31687 3.34796 -1.05 -1.52 -0.22
H 4.98331 2.35099 1.54791 0.03 -0.06 0.37
N 3.19285 -2.15917 -2.24435 -0.41 -0.37 0.63
N -1.65816 0.31618 -1.60821 -0.95 1.00 0.27
N 4.06524 2.17293 1.17884 2.40 -0.02 -1.87
N 2.57007 1.38768 -1.86834 2.31 0.28 -1.63
H -4.78910 -2.67267 4.03664 0.27 0.04 0.20
H -5.50392 -0.99730 5.60615 0.72 0.45 0.23
C -2.82518 0.67500 4.20655 -0.53 1.60 0.65
H 2.20938 1.73783 1.90408 1.71 0.87 0.33
C -3.12166 -1.53692 3.28729 -0.34 -0.57 0.08
H 3.13201 -1.73267 0.91448 0.33 -0.07 0.19
N 2.77465 -1.81115 -0.01479 -0.72 -0.53 -0.78
S 5.24612 -1.34216 -0.78848 0.56 0.21 0.13
H 5.99155 2.35953 -0.51198 -0.89 -0.64 -0.87
H -2.88846 -2.31961 2.55720 0.23 0.59 0.17
C 4.10179 -2.34773 -3.34237 -0.54 -1.29 -0.94
O 0.55372 0.75633 2.05438 -0.66 -0.19 0.46
N -0.36683 0.47616 2.95957 1.20 0.71 -0.43
O -0.87341 -2.90055 -2.43105 0.47 -1.90 -0.91
C -3.74363 1.14912 -2.32849 -0.37 -0.94 -0.43
H 3.43332 -2.37533 -4.25107 1.11 -0.51 0.71
C -0.80476 -1.85523 -1.86775 0.40 1.40 1.88
O -5.31688 -0.48204 -3.27052 -0.08 -0.22 -0.16
O 3.40262 1.44191 -2.78752 -0.61 -0.05 0.86
O 1.41470 1.08094 -2.08974 -1.44 -0.39 -0.17
C -4.13852 -0.16726 -2.71763 1.96 0.44 1.13
H -4.24433 1.27741 5.72238 0.15 -0.60 -0.40
Lu 0.13389 0.62283 -0.13292 -0.10 -0.90 -1.03
N 3.02864 2.41384 1.99727 -3.45 0.70 0.90
N 5.09664 2.08032 -0.95438 1.07 1.26 2.56
C -2.00584 2.68058 -1.16312 -0.85 -0.99 -0.70
C 3.67343 -1.81732 -1.04954 -0.37 0.38 0.85
C -1.99673 -0.92718 -1.96846 0.81 1.33 0.19
C -3.22917 -1.22999 -2.47894 -1.60 -0.07 -1.23
H 1.95101 -2.39927 -0.15772 0.10 0.54 0.28
H 2.63573 3.37055 1.83269 0.43 -1.08 0.15
H 4.77522 -3.26011 -3.14741 -1.09 1.17 -0.72
N 2.84788 1.63412 -0.60352 -2.27 -0.42 0.95
O -0.87114 2.44485 -0.61356 0.71 1.35 1.02
H 4.73632 -1.48952 -3.43275 0.35 0.43 -0.03
H 2.25247 -2.56662 -2.27500 0.47 0.41 -0.16
H -4.37610 1.99181 -2.48151 -0.55 0.50 -0.07
C -3.90958 0.45334 5.07077 0.01 -0.26 0.31
O -1.40224 -0.41560 1.18529 -0.62 0.29 0.72
C -4.18370 -1.77899 4.16246 0.43 0.69 -0.42
C -2.51455 1.36908 -1.74694 0.23 -2.34 -0.38
C 4.03490 1.98747 -0.15812 0.00 -0.34 -0.20
C -4.55895 -0.79660 5.08001 -0.51 0.40 -0.62
H -2.35434 1.68865 4.11509 -0.44 -1.20 0.31
```
Forces are in eV/Å.

Properties
DFT total energy = -94684.7269 eV
LUMO energy = -0.43 eV
HOMO-LUMO gap = 7.947 eV
Charge = 0

Charges in e, computed with Mulliken, in the same order as the atoms: atom 1 (O): -0.486, atom 2 (H): 0.477, atom 3 (O): -0.698, atom 4 (H): 0.322, atom 5 (H): 0.218, atom 6 (N): 1.000, atom 7 (C): 0.278, atom 8 (H): 0.156, atom 9 (N): -0.077, atom 10 (N): -0.095, atom 11 (N): 0.059, atom 12 (N): 1.303, atom 13 (H): 0.362, atom 14 (H): 0.323, atom 15 (C): -0.092, atom 16 (H): 0.439, atom 17 (C): -0.390, atom 18 (H): 0.256, atom 19 (N): -0.290, atom 20 (S): -0.373, atom 21 (H): 0.202, atom 22 (H): 0.370, atom 23 (C): -1.031, atom 24 (O): -0.651, atom 25 (N): -0.797, atom 26 (O): -0.679, atom 27 (C): -0.587, atom 28 (H): 0.339, atom 29 (C): 0.308, atom 30 (O): -0.523, atom 31 (O): -0.736, atom 32 (O): -0.705, atom 33 (C): 0.829, atom 34 (H): 0.331, atom 35 (Lu): 2.002, atom 36 (N): -0.704, atom 37 (N): -0.297, atom 38 (C): 0.271, atom 39 (C): 0.228, atom 40 (C): 0.446, atom 41 (C): -0.594, atom 42 (H): 0.146, atom 43 (H): 0.291, atom 44 (H): 0.296, atom 45 (N): -0.504, atom 46 (O): -0.780, atom 47 (H): 0.361, atom 48 (H): 0.185, atom 49 (H): 0.504, atom 50 (C): -0.534, atom 51 (O): -0.743, atom 52 (C): -0.384, atom 53 (C): 0.076, atom 54 (C): 0.477, atom 55 (C): -0.462, atom 56 (H): 0.358